No. 1
Formula: C20H43InNO4S4
Source: the Open Molecules 2025 dataset
Level of theory: wB97M-V/def2-TZVPD

Positions of all 73 atoms, in Å:
C  -1.807  1.616  -2.058
C  -0.740  2.051  -1.019
C  0.550  2.471  -1.713
C  1.338  1.250  -2.198
N  2.172  0.652  -1.143
C  2.106  -0.833  -1.104
C  2.453  -1.568  -2.414
C  1.523  -2.766  -2.609
C  0.031  -2.393  -2.771
In  -1.214  -2.779  -0.923
C  3.490  1.129  -1.122
S  4.514  1.233  -2.377
S  4.102  1.582  0.514
C  2.994  2.906  1.064
C  1.691  2.444  1.742
C  1.672  2.625  3.268
H  -2.794  1.999  -1.820
H  -1.511  1.949  -3.054
H  -1.818  0.531  -2.108
H  -0.553  1.176  -0.401
H  -1.156  2.867  -0.428
H  1.189  2.994  -1.006
H  0.365  3.180  -2.520
H  1.903  1.522  -3.090
H  0.634  0.485  -2.515
H  2.833  -1.143  -0.354
H  1.132  -1.106  -0.709
H  2.485  -0.915  -3.282
H  3.460  -1.976  -2.304
H  1.840  -3.299  -3.511
H  1.624  -3.469  -1.782
H  -0.388  -3.064  -3.524
H  -0.117  -1.385  -3.164
H  -1.787  -1.199  -0.226
H  -2.676  -3.693  -1.183
H  -0.143  -3.496  0.323
H  2.761  3.564  0.232
H  3.577  3.511  1.755
H  1.449  1.432  1.436
H  0.886  3.055  1.333
H  0.662  2.879  3.579
H  1.874  1.663  3.736
H  2.374  3.374  3.615
C  -2.422  -7.906  -5.007
C  -3.737  -7.983  -4.220
C  -3.527  -7.233  -2.898
S  -2.272  -5.984  -3.219
O  -1.099  -6.303  -2.450
O  -2.887  -4.692  -3.204
C  -1.975  -6.450  -4.927
H  -2.549  -8.230  -6.041
H  -1.674  -8.551  -4.541
H  -4.532  -7.502  -4.794
H  -4.042  -9.015  -4.042
H  -4.431  -6.737  -2.556
H  -3.146  -7.889  -2.118
H  -0.924  -6.302  -5.162
H  -2.595  -5.809  -5.553
C  -1.379  5.709  6.434
C  -0.476  6.626  7.271
C  0.896  5.948  7.373
S  1.069  4.941  5.893
O  1.107  3.557  6.288
O  2.079  5.517  5.042
C  -0.550  5.301  5.221
H  -2.300  6.208  6.137
H  -1.648  4.824  7.015
H  -0.374  7.591  6.770
H  -0.895  6.813  8.259
H  1.711  6.666  7.405
H  0.955  5.282  8.232
H  -0.930  4.422  4.707
H  -0.438  6.127  4.520

Output
Highest occupied orbital energy, Eh: -0.1526
Electronic energy, hartree: -2926.30480
Net charge: -1

The molecule's Löwdin atomic charges, reported in e, are given here:
1. C -0.107
2. C -0.253
3. C -0.192
4. C -0.201
5. N -0.196
6. C -0.168
7. C -0.213
8. C -0.325
9. C -0.330
10. In 0.268
11. C -1.099
12. S 0.681
13. S 0.848
14. C -0.485
15. C -0.295
16. C -0.103
17. H 0.061
18. H 0.064
19. H 0.031
20. H 0.081
21. H 0.093
22. H 0.070
23. H 0.106
24. H 0.088
25. H 0.100
26. H 0.116
27. H 0.072
28. H 0.093
29. H 0.096
30. H 0.088
31. H 0.073
32. H -0.001
33. H 0.004
34. H -0.140
35. H -0.124
36. H -0.133
37. H 0.060
38. H 0.062
39. H 0.092
40. H 0.087
41. H 0.051
42. H 0.080
43. H 0.049
44. C -0.231
45. C -0.223
46. C -0.218
47. S 0.608
48. O -0.320
49. O -0.390
50. C -0.232
51. H 0.108
52. H 0.116
53. H 0.112
54. H 0.107
55. H 0.102
56. H 0.102
57. H 0.106
58. H 0.104
59. C -0.221
60. C -0.219
61. C -0.222
62. S 0.651
63. O -0.311
64. O -0.325
65. C -0.229
66. H 0.114
67. H 0.120
68. H 0.115
69. H 0.110
70. H 0.100
71. H 0.102
72. H 0.104
73. H 0.110

No. 2
Formula: CH2S2
Source: the Open Molecules 2025 dataset
Level of theory: wB97M-V/def2-TZVPD

Positions of all 5 atoms, in Å:
C  0.055  -0.545  -0.166
H  -2.279  -0.690  0.056
H  -0.305  -1.615  -0.342
S  -1.422  0.349  0.230
S  1.563  -0.001  -0.150

Output
Highest occupied orbital energy, Eh: -0.3314
Electronic energy, hartree: -835.64283
Energy above the lowest of the compared OMol25 structures with the same formula, charge and spin, eV: 0.135
SMILES: S=CS
Net charge: 0

The molecule's Löwdin atomic charges, reported in e, are given here:
1. C -1.181
2. H -0.125
3. H 0.024
4. S 0.683
5. S 0.598